[1]
ORCA calculation (ωB97M-V/def2-TZVPD) on HNO2S as an isolated structure.

Element x y z (Å)
H: -0.2871 1.1796 0.4113
O: 1.0915 0.6105 0.0647
N: -0.0291 -1.9007 -0.3349
S: 0.1696 -0.5540 0.0620
O: -0.9449 0.6645 -0.2031

The calculation puts the gap between HOMO and LUMO at 9.19 eV. The electronic energy comes out at -603.8377 a.u. The energy relative to the best compared isomer or geometry (same formula, charge and spin) comes out at 77.0 kcal/mol.

[2]
ORCA calculation (ωB97M-V/def2-TZVPD) on C30H34N7PSY as an isolated structure.

Element x y z (Å)
C: -5.5764 -20.0953 -5.2182
H: -3.1331 -24.8428 -0.5120
H: -7.7591 -21.7342 -1.2783
C: -3.4806 -20.0547 0.4600
C: -6.0600 -18.9080 -7.2530
H: -5.9435 -24.9606 -3.7132
H: -6.7385 -18.3216 -7.8667
H: -5.6318 -15.0664 -4.9866
H: -1.9303 -22.4421 -3.2878
Y: -4.6524 -17.8007 -3.7641
N: -4.7746 -16.4420 1.4097
N: -3.5879 -15.0880 -0.2172
C: -3.5257 -15.2642 -1.5315
H: -3.4383 -13.8829 -4.1062
C: -6.7279 -18.7087 -2.6696
H: -2.3005 -19.4099 2.0159
C: -4.4383 -25.1418 -2.1195
C: -5.3380 -24.4681 -2.9444
C: -5.8380 -20.2804 0.8977
H: -3.6652 -21.9910 -4.6713
H: -0.9576 -21.1675 -2.7534
S: -1.9596 -18.9276 -3.8196
C: -4.6757 -18.9948 -7.6382
H: -4.6756 -17.4294 1.6477
C: -9.0924 -18.7623 -2.2262
C: -4.9357 -15.8585 -5.1315
C: -2.4170 -20.5421 -3.9472
C: -6.5009 -19.3958 -6.0271
C: -3.7947 -19.6611 -6.8026
C: -7.8151 -20.7421 -1.7342
C: -9.0865 -20.1048 -1.8351
N: -1.6166 -21.4862 -3.4064
C: -5.5726 -23.1174 -2.7912
C: -4.2596 -20.1820 -5.5611
C: -7.9561 -18.0624 -2.7110
C: -4.9101 -22.4047 -1.8201
C: -3.3772 -15.4796 -7.1105
H: -4.2286 -15.0007 -7.6443
N: -4.2489 -16.1507 0.1319
H: -2.7336 -15.9239 -5.2035
H: -4.2023 -26.1783 -2.1960
H: -3.2254 -14.5227 -2.2015
H: -7.5301 -19.2824 -5.7743
H: -9.9647 -20.6064 -1.4428
P: -4.9829 -20.6291 -1.8191
H: -4.1661 -19.7549 3.8098
N: -4.5562 -16.9981 -0.7894
N: -4.0353 -16.4466 -1.8913
C: -3.2991 -19.7795 1.8186
C: -3.8205 -24.4062 -1.1677
H: -10.0442 -18.2090 -2.1406
C: -4.3422 -19.8765 2.7327
H: -5.4594 -16.4467 -5.9407
C: -4.0371 -23.0371 -0.9990
C: -4.7703 -20.2505 -0.0437
H: -4.4085 -18.5543 -8.6435
H: -2.4308 -15.1102 -7.4867
C: -5.5568 -20.2092 2.2472
H: -6.2294 -22.6259 -3.5087
H: -3.4883 -22.5490 -0.1996
H: -2.3615 -13.5016 -5.5022
H: -3.4347 -16.5407 -7.4358
C: -6.6714 -20.0435 -2.1056
H: -8.0058 -17.0150 -2.9717
H: -4.1285 -13.2527 -5.6706
C: -3.3438 -13.8714 -5.1914
H: -6.8065 -20.4382 0.5359
H: -2.7993 -19.8641 -7.0764
N: -3.3916 -21.0117 -4.7867
H: -5.9992 -20.4896 -4.2792
C: -3.5278 -15.3539 -5.6300
H: -6.4492 -20.3745 2.8572
H: -2.5891 -19.9723 -0.1563
H: -4.6095 -15.7326 2.1262

The calculation puts the gap between HOMO and LUMO at 7.79 eV. The electronic energy comes out at -2324.4674 a.u. Its charge is +1. The energy relative to the best compared isomer or geometry (same formula, charge and spin) comes out at 0.0 kcal/mol.

[3]
ORCA calculation (ωB97M-V/def2-TZVPD) on one molecule with the formula C9H11NO3.

Element x y z (Å)
N: -2.7148 -1.5577 0.5249
H: -1.7332 -1.9373 0.7048
O: -1.4959 1.7189 -0.6424
H: -2.3567 0.3072 1.4757
H: 2.7155 2.4692 0.1123
C: 1.9094 0.5847 0.1702
C: 1.6213 -1.7302 -0.3212
C: -1.6133 0.2591 -0.5838
H: 0.1904 2.9001 -0.7683
H: -3.3793 -1.9252 1.1880
C: -0.2475 2.1358 -0.1023
H: -3.5955 0.3008 0.2525
H: -0.2846 -2.2698 -0.9694
C: -2.6146 -0.1315 0.5260
H: 2.0734 -2.6766 -0.5283
C: 2.4311 -0.6781 -0.0185
H: 4.2024 -0.1155 0.1893
O: 3.7648 -0.9310 -0.0285
H: -1.9030 -0.0582 -1.6448
O: 2.8597 1.5193 0.5766
C: 0.5887 0.8736 -0.0613
H: -0.4891 2.6418 0.8582
C: -0.2313 -0.2121 -0.3817
C: 0.3021 -1.4872 -0.5281

The calculation puts the gap between HOMO and LUMO at 8.71 eV. The electronic energy comes out at -629.9903 a.u. The energy relative to the best compared isomer or geometry (same formula, charge and spin) comes out at 42.7 kcal/mol.

[4]
ORCA calculation (ωB97M-V/def2-TZVPD) on CH6N2O2 as an isolated structure.

Element x y z (Å)
N: -0.8555 0.5356 -0.4575
H: -2.6130 0.1713 0.2021
O: 0.2336 -1.4239 -0.7862
H: -0.4535 1.4277 -0.7447
H: -0.7100 -0.5183 -1.0736
H: -0.0005 -0.8431 1.2202
N: 1.7343 -0.1199 0.3723
O: -1.9738 0.8775 0.3667
H: 2.2343 0.0443 -0.4886
H: 1.9337 0.4981 1.1429
C: 0.4704 -0.6493 0.2465

The calculation puts the gap between HOMO and LUMO at 9.82 eV. The electronic energy comes out at -301.5659 a.u. The energy relative to the best compared isomer or geometry (same formula, charge and spin) comes out at 111.8 kcal/mol.

[5]
ORCA calculation (ωB97M-V/def2-TZVPD) on a 8-piece molecular cluster, C17H51F3O7PS7 overall.

Element x y z (Å)
H: -0.5782 -6.8691 -7.6003
O: -2.5400 -4.0594 -6.6594
C: -2.6273 0.3998 -1.6801
C: 3.1363 5.1102 4.6013
C: -1.9034 -6.0994 -5.1819
H: 5.6337 5.4697 5.9665
H: 2.8317 -5.4448 -3.2174
H: 4.8684 3.9248 6.4689
H: -0.4824 0.7931 1.1503
H: 4.6083 3.9410 -1.2924
H: 0.7057 2.0063 1.7403
C: 3.5310 -5.7550 -5.9082
H: -1.4662 -1.1512 -0.8202
H: -5.2580 3.7387 4.7895
C: -6.2904 6.3990 4.6825
H: -3.7096 3.9261 3.9391
H: -0.9821 -3.7436 -2.7627
S: -4.5349 6.0101 4.6793
O: 2.2965 3.6327 0.4494
P: -1.3746 -2.4880 -3.5730
O: -3.9222 6.8170 3.5918
H: 5.5228 2.5694 -0.6113
H: -0.8800 -5.4333 -8.6181
H: -1.7271 -3.2471 4.4846
H: 6.4404 3.9176 5.6232
H: 2.6842 4.5611 5.4269
O: -0.6535 -2.0022 1.3211
H: -3.7156 -1.9223 -2.7442
H: -1.6457 -7.1595 -5.2276
H: 3.1748 -3.7295 -2.8921
S: -1.5220 2.5005 2.3976
H: 3.9358 2.2920 -1.4050
C: -2.4798 -1.0106 -1.2030
O: 1.6132 -4.0314 -5.2867
H: -1.7316 -1.2425 -4.3230
H: -0.9282 4.6245 1.4894
H: -6.3935 7.4342 5.0012
H: 0.1307 4.1535 2.8554
C: 5.4800 4.4201 5.7152
H: 3.3460 6.1419 4.8835
H: -2.3858 -3.2553 -4.2983
C: -0.8072 -5.8021 -7.5961
H: 3.1330 0.9497 0.4844
H: -2.7482 -5.9422 -4.5144
C: -0.2778 1.8537 1.2989
C: -1.4407 -3.3819 3.4415
C: -2.7543 -2.0965 -2.2469
H: 0.4952 -0.2892 3.3564
H: -0.1649 -1.1732 4.7448
H: -3.1887 -1.1277 -0.3762
C: 4.5283 2.9754 -0.7972
H: 2.9229 -6.5293 -5.4398
C: 0.1700 -1.2643 3.7117
H: 0.9704 -1.9986 3.6160
H: -6.6833 6.2766 3.6735
H: 3.3186 -5.7084 -6.9748
S: 4.6619 4.3011 4.1198
C: -0.8938 4.1803 2.4836
H: -5.2240 4.3481 3.1028
H: -0.3441 2.3671 0.3413
H: -0.5172 -3.9554 3.3598
C: 3.4460 -4.5904 -3.5001
H: 2.4794 5.0905 3.7332
S: 3.6967 3.2419 0.7746
S: -1.2084 -1.7689 2.6753
H: -1.0624 -5.4885 -4.8469
H: -0.3664 -2.8020 -4.5529
C: 3.6530 1.5172 1.2567
O: 4.3353 2.8616 3.9327
S: -2.4083 -5.5181 -6.8105
S: 3.0807 -4.1519 -5.2066
F: -2.6254 1.2842 -0.6192
H: -0.0554 -5.2338 -7.0448
C: -4.7085 4.3373 4.0630
F: -1.6472 0.8297 -2.4925
H: -2.8369 -3.0289 -1.6730
H: -0.3742 -1.7011 -2.7592
H: -6.8052 5.7421 5.3834
O: -1.2838 1.8906 3.7467
H: 4.5930 -5.9455 -5.7505
F: -3.8006 0.6354 -2.3165
H: 3.1237 1.4638 2.2044
H: -2.2388 -3.8827 2.8971
H: 4.6725 1.1594 1.3954
H: 4.5086 -4.8120 -3.3919
H: -1.5304 4.7481 3.1601

The calculation puts the gap between HOMO and LUMO at 4.11 eV. The electronic energy comes out at -4632.9275 a.u. Its charge is -1. The energy relative to the best compared isomer or geometry (same formula, charge and spin) comes out at 0.0 kcal/mol.

[6]
ORCA calculation (ωB97M-V/def2-TZVPD) on an isolated ion of composition C9H6FO3 and charge -1.

Element x y z (Å)
H: -1.5571 -0.9699 -1.6719
H: -0.0446 -2.7573 -1.2877
C: -1.8593 2.4239 0.0545
O: 2.6679 2.4549 0.8997
H: -2.8298 2.5976 -0.2239
C: 0.4179 0.4945 0.6678
H: 0.3767 2.6614 0.7481
C: 0.6942 1.7979 1.2758
O: 2.2838 2.1948 3.1335
C: 0.1220 -1.8578 -0.7591
C: -0.8031 -0.8447 -0.9999
F: -1.0276 3.3722 -0.6951
C: -0.7126 0.3175 -0.2407
H: 1.8254 -2.5374 0.3212
C: 1.0251 -1.8044 0.2555
O: -1.6508 1.2116 -0.5375
C: 1.1410 -0.6922 0.9498
H: 2.1783 -0.4963 1.4796
C: 2.0502 2.1998 1.9582

The calculation puts the gap between HOMO and LUMO (spin up / spin down) at 5.58 / 7.92 eV. The electronic energy comes out at -672.0374 a.u. Its charge is -1. The energy relative to the best compared isomer or geometry (same formula, charge and spin) comes out at 43.5 kcal/mol.

[7]
ORCA calculation (ωB97M-V/def2-TZVPD) on one molecule with the formula C3H5NO2.

Element x y z (Å)
C: 1.3584 0.2844 0.0832
N: 0.3815 -0.8089 -0.2995
H: -0.0248 -0.3201 -1.2901
H: -1.7394 -0.9563 0.0234
O: 2.5385 0.1143 0.2542
O: 0.6185 1.3693 0.0646
H: -1.4307 1.8029 -0.0455
H: 0.7415 -1.7660 -0.2042
C: -0.7822 0.9883 -0.3821
H: -0.7662 -0.3697 1.4462
C: -0.8951 -0.3381 0.3497

The calculation puts the gap between HOMO and LUMO at 8.52 eV. The electronic energy comes out at -322.4296 a.u. The energy relative to the best compared isomer or geometry (same formula, charge and spin) comes out at 90.8 kcal/mol.

[8]
ORCA calculation (ωB97M-V/def2-TZVPD) on a 2-piece molecular cluster, C3H4Se overall.

Element x y z (Å)
C: 1.1012 -0.8409 -0.0284
H: 1.6091 -0.1371 0.6866
C: -0.9810 2.2133 0.4071
Se: 0.0814 -2.2703 0.2683
H: -1.5380 3.2007 0.6082
C: -0.7147 1.0749 0.2340
H: 1.1620 -0.5765 -1.1912
H: -0.7199 -2.6642 -0.9846

The calculation puts the gap between HOMO and LUMO (spin up / spin down) at 7.65 / 6.92 eV. The electronic energy comes out at -2517.8589 a.u. The energy relative to the best compared isomer or geometry (same formula, charge and spin) comes out at 112.1 kcal/mol.

What did the eighth record say?
ORCA calculation (ωB97M-V/def2-TZVPD) on a 2-piece molecular cluster, C3H4Se overall.

Element x y z (Å)
C: 1.1012 -0.8409 -0.0284
H: 1.6091 -0.1371 0.6866
C: -0.9810 2.2133 0.4071
Se: 0.0814 -2.2703 0.2683
H: -1.5380 3.2007 0.6082
C: -0.7147 1.0749 0.2340
H: 1.1620 -0.5765 -1.1912
H: -0.7199 -2.6642 -0.9846

The calculation puts the gap between HOMO and LUMO (spin up / spin down) at 7.65 / 6.92 eV. The electronic energy comes out at -2517.8589 a.u. The energy relative to the best compared isomer or geometry (same formula, charge and spin) comes out at 112.1 kcal/mol.

Please write out number 4 again, unchanged.
ORCA calculation (ωB97M-V/def2-TZVPD) on CH6N2O2 as an isolated structure.

Element x y z (Å)
N: -0.8555 0.5356 -0.4575
H: -2.6130 0.1713 0.2021
O: 0.2336 -1.4239 -0.7862
H: -0.4535 1.4277 -0.7447
H: -0.7100 -0.5183 -1.0736
H: -0.0005 -0.8431 1.2202
N: 1.7343 -0.1199 0.3723
O: -1.9738 0.8775 0.3667
H: 2.2343 0.0443 -0.4886
H: 1.9337 0.4981 1.1429
C: 0.4704 -0.6493 0.2465

The calculation puts the gap between HOMO and LUMO at 9.82 eV. The electronic energy comes out at -301.5659 a.u. The energy relative to the best compared isomer or geometry (same formula, charge and spin) comes out at 111.8 kcal/mol.

Question: What is the electronic energy in the eighth record?
Answer: -2517.8589 a.u.

What did the third record say?
ORCA calculation (ωB97M-V/def2-TZVPD) on one molecule with the formula C9H11NO3.

Element x y z (Å)
N: -2.7148 -1.5577 0.5249
H: -1.7332 -1.9373 0.7048
O: -1.4959 1.7189 -0.6424
H: -2.3567 0.3072 1.4757
H: 2.7155 2.4692 0.1123
C: 1.9094 0.5847 0.1702
C: 1.6213 -1.7302 -0.3212
C: -1.6133 0.2591 -0.5838
H: 0.1904 2.9001 -0.7683
H: -3.3793 -1.9252 1.1880
C: -0.2475 2.1358 -0.1023
H: -3.5955 0.3008 0.2525
H: -0.2846 -2.2698 -0.9694
C: -2.6146 -0.1315 0.5260
H: 2.0734 -2.6766 -0.5283
C: 2.4311 -0.6781 -0.0185
H: 4.2024 -0.1155 0.1893
O: 3.7648 -0.9310 -0.0285
H: -1.9030 -0.0582 -1.6448
O: 2.8597 1.5193 0.5766
C: 0.5887 0.8736 -0.0613
H: -0.4891 2.6418 0.8582
C: -0.2313 -0.2121 -0.3817
C: 0.3021 -1.4872 -0.5281

The calculation puts the gap between HOMO and LUMO at 8.71 eV. The electronic energy comes out at -629.9903 a.u. The energy relative to the best compared isomer or geometry (same formula, charge and spin) comes out at 42.7 kcal/mol.